The following is a quantum chemistry calculation of a molecular structure, C4H8N2O in a non-equilibrium geometry, from the OMol25 dataset.

Element x y z (Å)
C: 1.911 -0.800 0.534
C: -0.048 0.592 -0.499
C: 0.139 1.901 -0.474
C: -1.275 -0.176 -0.094
H: 2.743 0.249 0.755
H: 1.120 -1.087 1.667
H: 2.369 -1.858 -0.091
H: -0.550 2.648 -0.269
H: 1.268 2.174 -0.571
H: -1.194 -1.570 -1.513
H: -2.314 -1.890 -0.184
H: -1.619 1.226 1.146
N: -1.437 -1.455 -0.541
N: -2.078 0.402 0.694
O: 0.965 -0.356 -0.560

The total energy is -341.79791 hartree. As for the HOMO energy: -9.1 eV. Its spin multiplicity is 1. The calculation puts the HOMO-LUMO gap at 9.81 eV. The largest force on an atom is 4.66 eV Å⁻¹. As for the energy above the lowest of the compared OMol25 structures with the same formula, charge and spin: 540.2 kJ/mol. The lowest unoccupied orbital energy is 0.70 eV.